(1)
14
Properties=species:S:1:pos:R:3:forces:R:3:nbo_charge:R:1 method="wB97M-V/def2-TZVPD" e_above_lowest_kcal_mol=23.1 gap_ev=8.141 charge=-1 spin_multiplicity=1 energy_ha=-3315.859100
Br -3.895548 0.552799 0.328205 -0.75 0.30 0.15 -0.012
S 2.410827 1.466622 0.414591 -1.59 1.44 3.47 2.293
O 2.755124 0.244875 1.149799 0.34 0.82 -0.44 -1.025
O 3.191742 1.811700 -0.717660 1.46 0.03 -1.68 -1.021
O 0.972418 1.597488 0.221964 -0.45 -0.22 -0.28 -1.064
C -2.114606 -0.024997 0.313791 1.76 0.64 0.10 -0.305
C -1.767724 -1.038899 -0.483091 2.07 1.07 1.87 -0.193
C -0.314840 -1.528109 -0.570191 -0.68 0.26 0.78 -0.648
H -2.485794 -1.550521 -1.037034 -1.25 -0.68 -0.90 0.188
H -1.400740 0.674202 0.901890 -1.16 -1.57 -1.13 0.274
H 2.616343 2.678913 1.322091 0.09 -2.17 -1.04 -0.174
H -0.328285 -2.589343 -0.895717 0.24 0.47 0.59 0.194
H 0.154974 -0.967284 -1.379523 0.36 0.06 0.26 0.236
H 0.206110 -1.327441 0.430882 -0.44 -0.45 -1.74 0.257



(2)
90
Properties=species:S:1:pos:R:3:forces:R:3:mulliken_charge:R:1 method="wB97M-V/def2-TZVPD" e_above_lowest_kcal_mol=20.2 gap_ev="6.943 / 5.784" spin_multiplicity=2 energy_ha=-3031.024108 s2=0.76
Ru 0.231695 -0.060617 -0.366058 0.39 0.11 -0.65 -0.237
Cl 2.119874 2.633012 -0.923177 0.01 -0.01 -0.01 -0.196
S -0.598701 -2.099253 -1.671991 -0.19 -0.05 0.10 -0.469
P 0.478488 -1.204205 1.580955 -0.19 0.02 0.26 3.145
Si 4.059733 -0.486297 -1.995195 0.05 0.06 -0.13 -0.289
N -0.350571 -1.079429 -5.434089 -0.01 0.01 0.00 -0.984
N -1.536990 0.401149 0.407238 -0.21 -0.09 -0.11 1.386
N 0.428446 0.747918 -2.496977 -0.01 -0.03 -0.09 -0.173
N 0.027887 -0.153553 -3.486828 -0.27 0.09 0.06 0.482
N -0.630035 -1.931317 -4.401475 0.00 -0.01 -0.01 0.268
C 3.032659 -0.498782 2.440761 -0.03 0.02 -0.01 -1.619
C 2.454197 -0.757208 -1.213023 -0.75 0.44 -0.51 -0.500
C -3.465303 -2.365016 5.049669 -0.01 0.00 0.00 -1.700
C 5.274702 0.454444 -0.906710 0.01 -0.02 -0.02 -1.005
C -2.267981 1.580930 0.064566 0.04 0.03 0.08 -1.100
C 0.850831 -3.023036 1.379956 0.03 -0.02 0.06 0.871
C -3.174683 0.451767 -2.006350 0.02 0.00 0.01 -1.066
C -2.939845 3.839218 0.581987 -0.03 -0.01 0.00 -1.001
C -4.318515 5.227742 -1.006369 0.00 0.00 0.00 -1.648
C -3.632507 3.947056 -0.615961 0.01 0.01 0.00 0.526
C -1.605786 2.607243 2.291993 0.00 0.02 0.00 -1.168
C -3.821913 -0.879567 3.037821 -0.01 0.03 -0.02 -1.101
C -3.385473 -0.211308 1.911697 -0.02 -0.02 0.03 -0.481
C 1.132072 0.548206 3.721899 -0.02 -0.05 0.03 -1.526
C 1.603220 -0.681954 2.949516 -0.09 0.02 0.04 -0.032
C 0.062990 0.001911 -4.853656 0.09 -0.04 -0.01 0.936
C 4.801302 -2.157934 -2.444837 -0.04 -0.01 0.00 -1.169
C -0.423803 -3.838670 1.137959 0.04 -0.06 -0.03 -1.673
C -2.964255 -1.657406 3.820247 0.03 -0.01 0.01 0.574
C -0.406018 -1.401334 -3.193272 0.11 -0.02 0.03 0.199
C -1.185378 -1.107949 2.267209 -0.05 0.04 -0.14 -1.360
C 1.615549 -3.701793 2.522926 0.01 0.01 -0.06 -1.499
C -2.273509 2.675692 0.946887 -0.01 0.00 -0.02 1.430
C 3.979401 0.504342 -3.618871 -0.06 0.02 0.04 -1.042
C -3.670525 2.832651 -1.441058 0.02 0.00 -0.01 -1.003
C -3.010706 1.651129 -1.118646 -0.02 0.01 -0.01 0.734
C -1.645063 -1.758156 3.408737 -0.03 0.01 0.01 0.040
C -2.043719 -0.300977 1.507754 0.08 0.02 0.00 -0.206
C 0.530032 1.239316 -5.519244 -0.02 0.02 0.00 -1.257
C 0.911494 1.845551 0.206852 -0.07 0.02 0.08 -0.563
H 2.178505 0.025471 -0.480517 0.54 -0.40 0.75 -0.237
H -1.516019 3.603930 2.723043 0.02 0.00 0.00 0.462
H 3.701274 -0.285650 3.277520 0.01 -0.01 0.00 0.538
H -1.112454 -3.402714 0.421044 -0.02 0.08 -0.06 0.326
H -4.079561 0.393451 1.342052 0.01 0.01 -0.01 0.520
H -2.179593 1.988402 2.985874 -0.02 0.01 -0.01 0.336
H 3.414531 -1.365629 1.902121 -0.02 -0.04 -0.02 0.292
H -0.955517 -2.864188 -4.583777 0.00 0.00 0.00 0.196
H 1.480487 -3.047976 0.485902 -0.04 0.00 -0.01 0.202
H -4.216964 -3.115086 4.795517 0.00 0.00 0.00 0.343
H 1.842639 0.749801 4.526786 -0.01 -0.02 0.02 0.538
H 3.079099 0.339803 1.743168 0.02 0.01 0.02 0.228
H 5.447267 -0.065093 0.038791 -0.01 -0.02 0.00 0.301
H 1.556364 1.461853 -5.222800 0.00 0.00 0.00 0.205
H 0.488018 1.096336 -6.595330 0.00 0.00 0.00 0.377
H -2.652218 -2.871271 5.569571 0.00 0.00 0.00 0.340
H 1.543016 -1.518844 3.652926 0.19 0.03 -0.03 0.757
H -2.923324 4.683338 1.263599 0.00 0.00 0.00 0.409
H 0.064767 2.526764 0.152954 0.03 -0.04 0.04 0.487
H -4.863882 -0.791259 3.326369 0.00 0.00 0.00 0.397
H 4.062278 -2.779032 -2.958391 0.01 0.00 -0.01 0.322
H 4.959944 0.671127 -4.072487 0.01 -0.01 0.01 0.537
H -2.232925 0.172774 -2.467144 0.05 -0.05 -0.05 -0.160
H -4.603256 5.806558 -0.127976 0.00 0.00 0.00 0.384
H 5.116208 -2.694347 -1.547075 0.00 -0.01 0.00 0.288
H 1.449457 0.521798 -2.324464 -0.02 0.04 -0.01 -0.040
H 3.529943 1.485774 -3.431611 0.01 0.00 -0.03 0.217
H 5.667592 -2.055002 -3.102591 0.01 0.01 0.01 0.328
H 3.357393 -0.023167 -4.350859 0.01 -0.01 0.00 0.198
H -0.955271 -2.357182 3.996027 0.01 -0.01 0.00 0.288
H 0.148534 0.394359 4.166584 -0.01 0.03 -0.03 0.230
H 4.887953 1.448948 -0.676174 -0.01 0.03 0.02 0.262
H 1.985041 -1.729848 -1.218123 0.34 -0.18 0.37 0.347
H -0.974715 -3.960346 2.070915 0.00 -0.02 0.00 0.398
H -0.099082 2.090465 -5.252148 0.00 0.00 0.00 0.327
H -0.614785 2.166226 2.225408 -0.03 -0.02 -0.01 -0.131
H 0.259917 1.702431 -2.800854 -0.07 -0.02 0.05 0.210
H -0.149213 -4.832529 0.778239 -0.01 0.01 -0.02 0.439
H -3.926434 -1.665973 5.749537 0.00 0.00 0.00 0.370
H -4.248245 2.871057 -2.359153 -0.01 0.00 0.00 0.393
H 0.979473 -3.822702 3.402748 0.01 0.04 0.03 0.262
H 6.239742 0.578383 -1.405934 0.00 0.01 0.00 0.359
H -5.216750 5.031866 -1.592273 0.00 0.00 0.00 0.390
H 1.905214 -4.702870 2.196595 -0.03 -0.01 0.01 0.481
H -3.508535 -0.418982 -1.439584 0.03 0.00 0.01 0.224
H 1.091654 1.439332 3.103492 0.03 0.06 -0.07 0.193
H -3.659674 5.852953 -1.613187 0.00 0.00 0.00 0.282
H -3.897813 0.657559 -2.795534 -0.01 -0.01 0.01 0.433
H 1.383476 1.960849 1.174161 0.09 -0.05 0.09 0.281
H 2.523148 -3.185437 2.824200 0.05 0.01 -0.06 0.352



(3)
37
Properties=species:S:1:pos:R:3:forces:R:3:nbo_charge:R:1 method="wB97M-V/def2-TZVPD" gap_ev=9.809 smiles="O=C1NCC[C@@H]1C[SH](=O)=O.CCO.CCO" spin_multiplicity=1 energy_ha=-1184.433735
S 2.749952 -0.892629 -3.444244 6.50 -2.50 -0.18 1.781
O 3.249755 -1.709291 -4.659584 -2.75 2.66 3.14 -0.909
O 1.206346 -0.352288 0.330872 0.25 -0.47 -0.18 -0.734
O -1.331158 -0.730980 -1.014613 0.70 -1.23 -9.03 -0.528
O 3.957532 -0.531923 -2.548160 -4.63 -0.61 -2.27 -0.887
O -1.167402 2.158625 4.147381 -0.05 -0.36 -0.19 -0.723
N -2.184648 -0.553832 -3.468381 2.06 0.18 1.19 -0.681
C 1.448764 -1.955746 -2.533483 -1.79 0.44 0.89 -0.619
C -0.806042 -2.669049 -4.120028 -0.72 1.49 -0.15 -0.436
C -1.197259 -0.917151 -2.338611 -0.17 0.48 4.22 0.699
C -2.096832 -1.681968 -4.518465 -0.28 -0.67 0.01 -0.246
C -1.517938 3.182660 5.066414 -0.03 -0.26 0.22 -0.061
C 1.447216 0.369972 2.611249 0.19 0.17 0.22 -0.638
C 0.015994 -1.569536 -3.221204 0.12 -0.22 -0.37 -0.340
C -0.926532 2.880885 6.427759 0.13 0.11 0.20 -0.633
C 0.855810 0.671747 1.249905 -0.13 -0.17 0.31 -0.058
H 0.163828 2.802874 6.364803 -0.15 0.10 -0.03 0.213
H 1.241592 1.621197 0.866867 -0.01 -0.24 -0.11 0.177
H 1.374805 -1.617988 -1.391551 0.60 -0.54 -2.62 0.310
H -1.293120 1.920704 6.805212 -0.07 0.12 0.02 0.197
H 2.537576 0.291961 2.548293 -0.13 0.06 -0.05 0.210
H -0.148133 -2.926257 -5.064701 -1.56 0.16 2.08 0.248
H -1.322316 -3.577155 -3.559517 1.87 1.76 -1.03 0.235
H 0.851941 -1.189759 0.675911 0.05 0.53 -0.12 0.462
H -0.235249 0.738500 1.302100 0.02 0.17 0.06 0.170
H 2.156315 0.337788 -3.874446 0.11 -1.40 0.56 0.052
H -2.004421 -1.321683 -5.652556 -0.39 -0.52 2.74 0.221
H -1.132156 4.132111 4.683377 -0.03 -0.23 -0.11 0.178
H 0.250661 -0.720449 -4.027245 -0.60 -1.68 1.69 0.212
H 1.189952 1.152653 3.330533 -0.03 -0.12 -0.04 0.228
H -3.111587 -2.248993 -4.307021 2.19 0.99 -1.01 0.219
H 1.080628 -0.590209 2.988701 -0.09 0.09 0.01 0.190
H -1.183796 3.663567 7.147044 0.03 -0.11 0.01 0.212
H -1.521807 1.321154 4.492420 0.20 0.44 -0.22 0.461
H 1.735168 -3.094379 -2.638128 -0.29 2.57 -0.05 0.279
H -2.608997 3.249413 5.118610 -0.01 0.20 0.09 0.156
H -1.724442 0.355456 -3.775511 -1.08 -1.38 0.08 0.379



(4)
18
Properties=species:S:1:pos:R:3:forces:R:3:nbo_charge:R:1 method="wB97M-V/def2-TZVPD" e_above_lowest_kcal_mol=21.4 gap_ev="2.678 / 7.978" charge=-2 spin_multiplicity=2 energy_ha=-347.470326 s2=0.75
O 0.691604 0.579903 1.486497 0.29 0.38 0.05 -0.791
O 2.766512 -0.124616 0.909031 0.11 0.11 -0.13 -0.818
C 0.865067 -1.491407 0.320588 0.79 0.70 -0.87 -0.537
C 1.517398 -0.200423 0.969821 -0.95 -0.96 0.34 0.768
C -1.796827 1.268088 -0.873601 1.20 1.33 1.26 -0.699
C -3.286128 0.940627 -0.909659 0.80 -0.34 0.11 -1.322
C 0.461670 -1.129861 -1.140997 0.18 -0.38 -0.09 -0.645
H -3.909835 1.617035 -1.497070 -0.16 -0.23 -0.07 0.151
H 0.973454 -0.178169 -1.365282 -0.17 -0.62 -0.67 0.208
H 0.580720 -1.945457 -1.876743 0.92 0.31 0.17 0.171
H -1.435256 2.321006 -0.774435 -1.01 -0.23 -0.06 0.172
H -0.070026 -1.761680 0.787285 0.07 -0.33 0.75 0.196
H -3.341787 -0.115227 -1.207047 -0.46 0.12 -0.36 0.168
H -0.604615 -0.992176 -1.280590 -0.15 0.46 0.63 0.205
H 1.666993 -2.254040 0.363891 -0.70 0.01 -0.11 0.181
H -1.420560 0.851513 0.066138 0.16 -0.30 -0.20 0.228
H -3.617034 0.858459 0.135257 -0.36 0.41 -0.22 0.180
H -1.101701 0.920232 -1.626519 -0.56 -0.44 -0.54 0.185